w:
A single C6H6N4 molecule. Source: OMol25; level of theory: ωB97M-V/def2-TZVPD.

Geometry as XYZ:
```
16
Properties=species:S:1:pos:R:3:mulliken_charge:R:1
N -3.2951 0.6572 -3.9890 -0.583
N -1.3379 -0.3419 -3.6014 -0.526
N -0.9647 0.2530 -1.2125 -0.307
N -2.3018 -0.0603 -4.4580 0.331
C 2.1730 -0.7774 2.4213 -0.877
C -0.3140 0.2645 -0.1525 0.980
C 0.4516 0.2892 1.0612 -0.934
C 1.4543 -0.7011 1.2990 0.048
C -2.9928 0.8772 -2.7221 -0.198
C -1.7650 0.2407 -2.4961 0.306
H -2.2625 -0.3732 -5.4156 0.249
H 0.1539 1.0159 1.7958 0.318
H 2.0424 -0.0750 3.2308 0.242
H 1.6126 -1.4161 0.5005 0.260
H 2.9135 -1.5438 2.5635 0.260
H -3.6151 1.4373 -2.0602 0.429
```

Summary:
Molecular weight = 134.1 g mol⁻¹
E_LUMO = 0.89 eV
Gap between HOMO and LUMO = 8.1 eV
Total charge = 0
Structure (SMILES) = C=CC=C=Nc1cn[nH]n1

=====

x:
A molecular structure, C6H6N4. Source: OMol25; level of theory: ωB97M-V/def2-TZVPD.

Geometry as XYZ:
```
16
Properties=species:S:1:pos:R:3:mulliken_charge:R:1
N 0.6048 1.7055 -0.2122 -0.479
N -1.2388 0.5570 0.1074 0.619
N -0.6385 1.7546 -0.1548 -0.348
N -2.5383 0.3529 -0.1725 -0.728
C 1.6709 -0.1399 1.2889 -0.487
C -0.1677 -0.4201 0.1618 0.635
C 0.3888 -0.5152 1.5199 -0.730
C 1.5722 -0.4667 -1.2267 -0.458
C 0.3442 -0.9144 -1.1038 -0.653
C 1.2632 0.4188 -0.0409 0.776
H -2.8560 0.2887 -1.2140 0.226
H 2.7346 -0.1901 1.5600 0.367
H -0.3668 -1.6463 -1.7405 0.246
H 2.5506 -0.4418 -1.6807 0.431
H -3.1065 0.6379 0.5971 0.204
H -0.2166 -0.9808 2.3110 0.378
```

Summary:
Molecular weight = 134.1 g mol⁻¹
E_LUMO = 0.89 eV
Gap between HOMO and LUMO = 9.6 eV
Total charge = 0

=====

Relative energies, unit kJ/mol: w 0.0; x 429.6

=====

w:
A molecular structure, C2H5ClN2O. Source: OMol25; level of theory: ωB97M-V/def2-TZVPD.

Geometry as XYZ:
```
11
Properties=species:S:1:pos:R:3:mulliken_charge:R:1
Cl -2.3029 0.2735 -0.3599 -0.214
O 1.4811 -0.7136 -0.4347 -0.497
N 0.3329 -0.2390 1.6445 0.280
N -0.6789 0.6663 1.8255 -0.772
C -0.6883 0.8267 0.4192 0.202
C 0.4937 -0.1490 0.3468 0.114
H 0.9649 -0.7895 2.2386 0.262
H -0.4598 1.9498 0.0757 0.293
H 1.0623 -1.3046 -1.1252 0.322
H -0.4814 -0.3284 -2.2999 -0.021
H 0.2765 -0.1921 -2.3306 0.031
```

Summary:
Molecular weight = 108.5 g mol⁻¹
E_LUMO (spin up / spin down) = 0.21 / 0.21 eV
Gap between HOMO and LUMO (spin up / spin down) = 7.9 / 7.9 eV
Total charge = 0

=====

x:
2 unconnected molecules or ions with the total composition C2H5ClN2O. Source: OMol25; level of theory: ωB97M-V/def2-TZVPD.

Geometry as XYZ:
```
11
Properties=species:S:1:pos:R:3:mulliken_charge:R:1
Cl 0.0464 -3.3639 1.7269 -0.213
O 0.0511 2.2647 -1.8588 -0.461
N -0.1382 -1.3132 -0.1014 -0.332
N -1.3877 -1.4647 0.4926 -0.277
C 0.8950 2.4224 -0.8651 -0.462
C -0.1706 -1.6504 1.2558 0.196
H -2.1211 -2.1330 0.2937 0.247
H 1.6507 1.6714 -0.5496 0.242
H 0.1119 -1.0596 1.9956 0.380
H 1.1427 3.3550 -0.3626 0.310
H -0.0802 1.2713 -2.0271 0.369
```

Summary:
Molecular weight = 108.5 g mol⁻¹
E_LUMO (spin up / spin down) = 0.96 / -0.75 eV
Gap between HOMO and LUMO (spin up / spin down) = 10.5 / 6.2 eV
Total charge = 0

=====

Relative energies, unit kJ/mol: w 0.0; x 63.4

=====

w:
2 unconnected molecules or ions with the total composition H4NO2P2. Source: OMol25; level of theory: ωB97M-V/def2-TZVPD.

Geometry as XYZ:
```
9
Properties=species:S:1:pos:R:3:mulliken_charge:R:1
P 2.1014 0.4009 -0.0983 0.497
P 2.7915 -1.5705 0.0007 -0.223
O 1.6384 1.1349 1.0874 -0.623
O 2.2096 1.1632 -1.3499 -0.624
N -1.3600 1.1083 -0.2999 -0.795
H -1.2806 0.2261 -0.9149 0.250
H -0.9109 0.7284 0.6043 0.264
H -0.7527 1.8424 -0.4868 0.280
H 2.0570 -1.5408 1.1953 -0.028
```

Summary:
Molecular weight = 112.0 g mol⁻¹
E_LUMO = 4.18 eV
Gap between HOMO and LUMO = 7.9 eV
Total charge = -1

=====

x:
2 unconnected molecules or ions with the total composition H4NO2P2. Source: OMol25; level of theory: ωB97M-V/def2-TZVPD.

Geometry as XYZ:
```
9
Properties=species:S:1:pos:R:3:mulliken_charge:R:1
P 1.1092 -2.3210 0.5553 -0.231
P 1.2162 -0.3406 0.1029 0.452
O -2.4722 1.5706 -0.1036 -0.702
O 1.7376 0.6290 1.0525 -0.635
N 0.6565 0.2913 -1.2365 -0.672
H -1.9992 1.3324 0.6984 0.327
H -2.0398 1.3394 -0.9299 0.345
H 0.2914 -0.4131 -1.9222 0.179
H 1.5003 -2.0879 1.7831 -0.062
```

Summary:
Molecular weight = 112.0 g mol⁻¹
E_LUMO = 4.23 eV
Gap between HOMO and LUMO = 7.8 eV
Total charge = -1

=====

Relative energies, unit kJ/mol: w 0.0; x 97.7

=====

w:
A single C3H3F3O molecule. Source: OMol25; level of theory: ωB97M-V/def2-TZVPD.

Geometry as XYZ:
```
10
Properties=species:S:1:pos:R:3:mulliken_charge:R:1
F -0.5832 1.1255 -2.6539 -0.287
F 0.3914 2.1045 -1.0392 -0.245
F -1.7019 1.8394 -0.8741 -0.252
O -1.0331 0.0319 1.9908 -0.431
C -0.2385 0.4773 1.1798 0.201
C -0.5523 1.2478 -1.2298 0.832
C -0.3456 -0.0910 -0.5846 -0.748
H 0.6048 1.2052 1.0587 0.317
H 0.7112 -0.4725 -0.7471 0.300
H -1.1884 -0.8196 -0.7824 0.314
```

Summary:
Molecular weight = 112.0 g mol⁻¹
E_LUMO = 0.27 eV
Gap between HOMO and LUMO = 10.4 eV
Total charge = 0
Structure (SMILES) = O=CCC(F)(F)F

=====

x:
2 unconnected molecules or ions with the total composition C3H3F3O. Source: OMol25; level of theory: ωB97M-V/def2-TZVPD.

Geometry as XYZ:
```
10
Properties=species:S:1:pos:R:3:mulliken_charge:R:1
F 0.9801 1.4302 -1.7354 -0.242
F -2.1351 0.1123 0.6968 -0.024
F -3.1448 -1.5666 -0.1261 -0.081
O 1.1286 -0.9248 0.9832 -0.446
C 1.5143 0.8552 -0.6025 -0.218
C -3.0853 -0.2283 -0.1327 0.102
C 0.7921 -0.0981 -0.0306 0.120
H 1.7703 -0.4573 1.5333 0.301
H 2.3311 1.3746 -0.0742 0.262
H -0.1513 -0.4973 -0.5117 0.226
```

Summary:
Molecular weight = 112.0 g mol⁻¹
E_LUMO = -0.14 eV
Gap between HOMO and LUMO = 9.1 eV
Total charge = 0

=====

Relative energies, unit kJ/mol: w 0.0; x 241.4

=====

w:
A single C3H3FN2 molecule. Source: OMol25; level of theory: ωB97M-V/def2-TZVPD.

Geometry as XYZ:
```
9
Properties=species:S:1:pos:R:3:mulliken_charge:R:1
F 0.8900 1.7015 -1.7884 -0.178
N -0.5585 1.0118 -0.3480 -0.117
N 0.9004 -1.2210 -0.0856 -0.608
C -0.7386 0.2741 0.7463 -0.197
C 0.0930 -0.8812 0.8842 -0.063
C 0.0371 0.7661 -1.3570 -0.069
H -1.5306 0.4523 1.3151 0.491
H 1.0043 -0.4563 -0.9355 0.350
H -0.0972 -1.6474 1.5689 0.392
```

Summary:
Molecular weight = 86.1 g mol⁻¹
E_LUMO (spin up / spin down) = -1.22 / -1.22 eV
Gap between HOMO and LUMO (spin up / spin down) = 7.9 / 7.9 eV
Total charge = 0

=====

x:
A single C3H3FN2 molecule. Source: OMol25; level of theory: ωB97M-V/def2-TZVPD.

Geometry as XYZ:
```
9
Properties=species:S:1:pos:R:3:mulliken_charge:R:1
F -2.6087 -0.5495 -0.2026 -0.119
N 0.4696 0.8490 -0.1620 -0.517
N 1.0627 -1.3347 0.4231 -0.583
C 1.2163 -0.2742 -0.2168 0.177
C -1.9249 0.3835 0.4722 -0.083
C -0.7994 1.0469 0.1358 0.221
H -0.9723 2.1085 0.1817 0.352
H 1.6061 -2.1684 0.4103 0.227
H 1.9505 -0.0611 -1.0416 0.326
```

Summary:
Molecular weight = 86.1 g mol⁻¹
E_LUMO (spin up / spin down) = -1.73 / -1.29 eV
Gap between HOMO and LUMO (spin up / spin down) = 7.6 / 7.8 eV
Total charge = 0

=====

Relative energies, unit kJ/mol: w 0.0; x 124.7

=====

w:
A molecular structure, C8H12N2S. Source: OMol25; level of theory: ωB97M-V/def2-TZVPD.

Geometry as XYZ:
```
23
Properties=species:S:1:pos:R:3:mulliken_charge:R:1
S 1.3913 -2.2763 0.2826 -0.148
N -1.4882 -0.8930 1.5658 -1.052
N -0.9880 -0.6323 0.4482 0.773
C 0.9067 -0.5486 0.3592 0.471
C 0.9636 1.9729 -0.1716 -1.477
C -1.8841 -0.3704 -0.4728 0.062
C 1.4454 0.2666 -1.9405 -1.374
C 1.3110 -1.0949 1.6352 -1.269
C 1.5146 0.5717 -0.4731 1.006
C -2.8393 -0.9334 1.4099 -0.340
C -3.1100 -0.5764 0.1502 -0.678
H 2.3378 0.6233 -2.3853 0.436
H -3.6025 -0.9047 2.2554 0.310
H 0.4996 -1.2098 2.3716 0.333
H 2.2000 -0.7412 1.9874 0.373
H 2.5907 0.3932 -0.0843 0.341
H -1.5936 -0.1647 -1.5823 0.226
H -4.0884 -0.5177 -0.4273 0.283
H 0.0831 2.2410 -0.7765 0.343
H 0.5949 0.8026 -2.3550 0.326
H 1.7491 2.6943 -0.5103 0.376
H 0.6895 2.1843 0.8134 0.410
H 1.3168 -0.8866 -2.0996 0.270
```

Summary:
Molecular weight = 168.3 g mol⁻¹
E_LUMO = 0.66 eV
Gap between HOMO and LUMO = 9.4 eV
Total charge = 0

=====

x:
2 unconnected molecules or ions with the total composition C8H12N2S. Source: OMol25; level of theory: ωB97M-V/def2-TZVPD.

Geometry as XYZ:
```
23
Properties=species:S:1:pos:R:3:mulliken_charge:R:1
S -4.2319 0.9939 0.8857 -0.002
N -0.7874 -1.8528 -0.3845 -0.474
N -3.2095 -1.1920 0.7390 0.095
C -4.3918 0.1699 -0.6179 -0.063
C 2.4805 -0.6198 0.0238 -1.638
C -3.2823 -0.2368 1.6238 -0.418
C 0.0634 -1.1020 -0.5414 -0.200
C 1.3249 0.7555 -1.7745 -1.664
C 1.0932 -0.0196 -0.4015 1.907
C -3.8545 -1.0275 -0.5184 -0.607
C 0.6266 0.8988 0.7253 -1.288
H 2.2936 1.3231 -1.6983 0.370
H 2.3745 -1.6041 0.3450 0.442
H 2.9988 0.0679 0.6818 0.378
H 0.9486 2.0070 0.7621 0.301
H 1.3800 0.1710 -2.6344 0.441
H 0.5545 1.4954 -1.8864 0.438
H -0.5304 0.9072 0.5713 0.213
H 3.1087 -0.7603 -0.9014 0.376
H -3.8706 -1.8959 -1.1588 0.370
H -2.9278 -2.1640 0.9625 0.290
H -4.8470 0.7655 -1.4686 0.328
H 0.9284 0.5124 1.7007 0.406
```

Summary:
Molecular weight = 168.3 g mol⁻¹
E_LUMO = 0.71 eV
Gap between HOMO and LUMO = 9.2 eV
Total charge = 0

=====

Relative energies, unit kJ/mol: w 82.2; x 0.0